(1)
A cluster of 2 separate species, C6H12O in total at a distorted geometry, computed with ωB97M-V/def2-TZVPD.

```
19
Properties=species:S:1:pos:R:3:forces:R:3:nbo_charge:R:1
C 2.5813 -0.0217 -1.8042 0.5257 0.0326 -0.5890 -0.382
C 1.4961 -0.7732 -1.6842 -0.0341 0.2682 0.5004 -0.209
C 0.7083 -0.8265 -0.4283 0.5443 -0.1711 -0.8475 -0.262
C -0.6105 -0.8594 -0.3264 -0.2831 0.0152 0.5701 -0.131
C -1.3368 -0.8744 0.9831 -0.4371 0.2958 0.0447 -0.433
C -2.3798 0.2374 1.0825 -0.4014 0.0550 -0.1655 -0.601
H 2.9796 0.6230 -1.0328 -0.1652 -0.0319 0.3056 0.183
H 3.1637 -0.0019 -2.7250 -0.2247 -0.0824 0.1200 0.200
H 1.2088 -1.3870 -2.5197 -0.3119 -0.1078 -0.2395 0.207
H 1.3474 -0.8610 0.4432 -0.1796 0.1283 0.4490 0.197
H -1.2706 -0.8225 -1.1892 0.2674 -0.0798 -0.2180 0.197
H -1.8510 -1.8199 1.1293 -0.0528 -0.3362 -0.1483 0.208
H -0.6586 -0.7737 1.8196 0.4224 -0.0470 0.1500 0.200
H -1.9180 1.2114 1.1657 0.2461 0.2528 -0.0197 0.221
H -3.0329 0.1068 1.9472 0.0684 -0.0806 0.0155 0.206
H -3.0256 0.2742 0.1977 0.0795 -0.1220 0.0695 0.199
O 0.6271 2.4204 0.7748 0.1430 -0.1227 -0.0318 -0.938
H 1.1606 1.6816 0.4490 -0.2360 0.1348 0.0405 0.473
H 0.8110 2.4663 1.7178 0.0291 -0.0012 -0.0059 0.466
```
Positions in Å, forces in eV/Å.

Results
Orbital gap, eV: 9.92
SMILES: C=C/C=C/CC.O
Charge: 0
Relative energy (zero: lowest compared OMol25 entry of this formula, charge and spin), kJ/mol: 146.89
HOMO, hartree: -0.331

(2)
An isolated molecule of C6H12O, computed with ωB97M-V/def2-TZVPD.

```
19
Properties=species:S:1:pos:R:3:forces:R:3:nbo_charge:R:1
C 2.8306 0.0360 -0.4304 0.2986 0.0622 0.0641 -0.253
O 1.5134 -0.1892 -0.8583 -0.0281 0.0150 -0.0658 -0.583
C 0.6158 -0.3275 0.2964 0.2683 -0.0408 0.2057 -0.095
C -1.1370 -0.0833 0.8581 -0.3496 0.1506 0.0713 -0.011
C -1.5076 1.3774 0.7202 0.0590 0.0565 -0.0096 -0.681
C -0.7477 -0.7063 -0.7890 0.0288 -0.0577 -0.3080 -0.354
C -1.9804 -0.9571 0.0204 -0.0813 -0.0721 0.0126 -0.489
H 3.2215 -0.8051 0.1660 -0.0874 0.1078 -0.0929 0.161
H 2.9171 0.9509 0.1787 -0.0404 -0.1248 -0.0997 0.162
H 3.4521 0.1500 -1.3227 -0.0957 -0.0175 0.1333 0.196
H 0.8865 -1.2466 0.8245 -0.0578 0.1434 -0.0738 0.194
H 0.8648 0.5473 0.9041 -0.0603 -0.1234 -0.0688 0.203
H -0.6853 2.0455 1.0014 -0.1056 -0.0978 -0.0284 0.209
H -2.3238 1.5465 1.4354 0.1272 -0.0794 -0.1036 0.237
H -1.8825 1.6903 -0.2691 0.0579 -0.0836 0.1075 0.184
H -0.2299 -1.6000 -1.1234 -0.0709 0.1184 0.0722 0.259
H -0.8032 0.0727 -1.5423 -0.0206 -0.1078 0.1291 0.233
H -2.1257 -1.9889 0.3419 0.0389 0.1653 -0.0517 0.214
H -2.8788 -0.5125 -0.4117 0.1191 -0.0144 0.1063 0.214
```
Positions in Å, forces in eV/Å.

Results
Orbital gap, eV: 8.77
Charge: 0
Relative energy (zero: lowest compared OMol25 entry of this formula, charge and spin), kJ/mol: 554.29
HOMO, hartree: -0.284

(3)
An isolated molecule of C6H12O, computed with ωB97M-V/def2-TZVPD.

```
19
Properties=species:S:1:pos:R:3:forces:R:3:nbo_charge:R:1
C -2.6384 0.1468 -0.9519 0.0329 0.0299 -0.0503 -0.636
C -1.6892 -0.5433 0.0215 -0.1487 -0.1825 -0.0628 -0.058
O -0.6620 0.3095 0.4881 0.0545 -0.0012 0.0345 -0.531
C 0.4236 0.5379 -0.3600 0.3561 -0.3582 -0.0706 0.079
C 1.4223 1.4541 0.2479 0.1297 0.1839 0.0530 -0.437
C 1.7997 0.0153 0.0002 0.0803 -0.1547 0.0781 -0.248
C 1.9210 -1.0342 1.0669 0.0170 -0.0194 0.1469 -0.616
H -2.1175 0.4778 -1.8566 -0.0670 -0.0581 0.1191 0.205
H -3.0998 1.0230 -0.4843 0.1007 -0.1399 -0.0448 0.213
H -3.4352 -0.5433 -1.2532 0.1325 0.0967 0.0454 0.212
H -1.2673 -1.4555 -0.4240 -0.0015 0.0934 0.0193 0.163
H -2.2408 -0.8373 0.9217 0.0976 -0.0202 -0.1576 0.186
H 0.2684 0.4288 -1.4173 -0.6026 0.6973 -0.3787 0.184
H 1.1700 1.7070 1.2743 0.0210 0.0293 -0.1402 0.227
H 1.8927 2.2523 -0.3167 -0.0287 -0.1600 0.0239 0.217
H 2.4665 -0.1059 -0.8576 -0.2950 -0.0939 0.1624 0.205
H 2.0515 -2.0147 0.5924 -0.0182 0.1359 0.1701 0.208
H 2.7601 -0.8653 1.7468 -0.0607 -0.0316 -0.0314 0.207
H 0.9901 -1.0567 1.6421 0.2002 -0.0467 0.0837 0.221
```
Positions in Å, forces in eV/Å.

Results
Orbital gap, eV: 10.07
SMILES: CCO[C@H]1C[C@H]1C
Charge: 0
Relative energy (zero: lowest compared OMol25 entry of this formula, charge and spin), kJ/mol: 165.76
HOMO, hartree: -0.328

(4)
An isolated molecule of C6H12O, computed with ωB97M-V/def2-TZVPD.

```
19
Properties=species:S:1:pos:R:3:forces:R:3:nbo_charge:R:1
C -1.3384 -0.8250 -1.0288 0.0029 -0.0442 -0.0247 -0.632
C -0.7885 0.1973 -0.0504 -0.1191 0.0871 -0.1490 0.108
C -1.8532 0.8428 0.8136 -0.0022 0.0075 0.0135 -0.635
C 1.0493 0.5357 1.7546 0.1562 -0.2846 0.0609 -0.285
O 0.1106 -0.5056 0.8517 -0.1105 0.0257 0.0598 -0.421
C 1.5842 -0.4028 0.7406 0.1634 0.0172 -0.0726 0.022
C 2.1979 0.0862 -0.5461 -0.0656 0.0272 -0.0231 -0.651
H -2.0324 -0.3403 -1.7236 0.1156 -0.0574 0.0972 0.219
H -0.5391 -1.2957 -1.6101 -0.0962 0.0793 0.0805 0.214
H -1.8833 -1.6067 -0.4890 0.0784 0.1004 -0.0756 0.216
H -0.2201 0.9753 -0.5642 -0.0579 -0.1003 0.0757 0.196
H -2.4002 0.0838 1.3833 0.0693 0.0815 -0.0925 0.209
H -2.5642 1.3876 0.1839 0.1000 -0.0756 0.0824 0.213
H -1.3731 1.5374 1.5077 -0.1076 -0.0871 -0.0945 0.249
H 1.0124 -0.0184 2.7085 0.0360 0.1519 -0.1200 0.131
H 1.9705 -1.3897 1.0179 -0.0642 0.1488 0.0046 0.177
H 1.7789 1.0392 -0.8747 0.0607 -0.1156 0.0806 0.222
H 2.1310 -0.6555 -1.3502 -0.0133 0.1007 0.1017 0.210
H 3.2605 0.2626 -0.3414 -0.1458 -0.0627 -0.0048 0.235
```
Positions in Å, forces in eV/Å.

Results
Orbital gap, eV: 8.93
Charge: 0
Relative energy (zero: lowest compared OMol25 entry of this formula, charge and spin), kJ/mol: 416.14
HOMO, hartree: -0.291

(5)
A cluster of 2 separate species, C6H12O in total at a distorted geometry, computed with ωB97M-V/def2-TZVPD.

```
19
Properties=species:S:1:pos:R:3:forces:R:3:nbo_charge:R:1
C 1.9684 0.8839 -0.1372 -0.0621 0.2934 -0.3467 -0.618
C 1.4497 -0.5211 0.0257 0.3608 -0.0899 0.1473 0.063
C 0.7058 -0.7148 1.2935 -0.0740 -0.1174 0.2891 -0.215
C -0.4856 -1.2139 1.0324 0.0351 -0.5892 0.4089 -0.208
C -0.6044 -1.5138 -0.4135 -0.3565 -0.0968 0.0565 -0.096
O 0.5156 -0.8728 -0.9997 0.0763 -0.0153 -0.2259 -0.522
H 2.4199 0.9628 -1.1204 0.1259 0.2432 -0.1553 0.219
H 2.7148 1.1670 0.6177 -0.1999 -0.3003 -0.1297 0.212
H 1.1300 1.5735 -0.0699 -0.0167 0.1869 -0.0558 0.211
H 2.3005 -1.2051 -0.0208 0.1452 -0.2449 -0.0237 0.168
H 1.1673 -0.5072 2.2460 -0.1615 0.0403 0.1530 0.218
H -1.2136 -1.6023 1.7171 -0.2529 0.2265 0.4136 0.216
H -0.6312 -2.6115 -0.5161 0.4178 0.0635 -0.3601 0.169
H -1.5332 -1.1593 -0.8601 0.0429 0.2359 -0.1357 0.189
C -2.0300 1.4431 -0.5454 0.7572 0.0929 0.2380 -0.890
H -2.9988 1.0685 -0.9701 0.7523 0.1467 1.2845 0.222
H -1.2968 1.2321 -1.3222 0.1607 0.2071 -0.1002 0.221
H -2.0441 2.5178 -0.3597 -0.3503 0.0894 -0.4638 0.213
H -1.5344 1.0730 0.4027 -1.4004 -0.3721 -0.9941 0.227
```
Positions in Å, forces in eV/Å.

Results
Orbital gap, eV: 10.20
SMILES: C[C@H]1C=CCO1.C
Charge: 0
Relative energy (zero: lowest compared OMol25 entry of this formula, charge and spin), kJ/mol: 154.66
HOMO, hartree: -0.335

Please write out number 4 again, unchanged.
An isolated molecule of C6H12O, computed with ωB97M-V/def2-TZVPD.

```
19
Properties=species:S:1:pos:R:3:forces:R:3:nbo_charge:R:1
C -1.3384 -0.8250 -1.0288 0.0029 -0.0442 -0.0247 -0.632
C -0.7885 0.1973 -0.0504 -0.1191 0.0871 -0.1490 0.108
C -1.8532 0.8428 0.8136 -0.0022 0.0075 0.0135 -0.635
C 1.0493 0.5357 1.7546 0.1562 -0.2846 0.0609 -0.285
O 0.1106 -0.5056 0.8517 -0.1105 0.0257 0.0598 -0.421
C 1.5842 -0.4028 0.7406 0.1634 0.0172 -0.0726 0.022
C 2.1979 0.0862 -0.5461 -0.0656 0.0272 -0.0231 -0.651
H -2.0324 -0.3403 -1.7236 0.1156 -0.0574 0.0972 0.219
H -0.5391 -1.2957 -1.6101 -0.0962 0.0793 0.0805 0.214
H -1.8833 -1.6067 -0.4890 0.0784 0.1004 -0.0756 0.216
H -0.2201 0.9753 -0.5642 -0.0579 -0.1003 0.0757 0.196
H -2.4002 0.0838 1.3833 0.0693 0.0815 -0.0925 0.209
H -2.5642 1.3876 0.1839 0.1000 -0.0756 0.0824 0.213
H -1.3731 1.5374 1.5077 -0.1076 -0.0871 -0.0945 0.249
H 1.0124 -0.0184 2.7085 0.0360 0.1519 -0.1200 0.131
H 1.9705 -1.3897 1.0179 -0.0642 0.1488 0.0046 0.177
H 1.7789 1.0392 -0.8747 0.0607 -0.1156 0.0806 0.222
H 2.1310 -0.6555 -1.3502 -0.0133 0.1007 0.1017 0.210
H 3.2605 0.2626 -0.3414 -0.1458 -0.0627 -0.0048 0.235
```
Positions in Å, forces in eV/Å.

Results
Orbital gap, eV: 8.93
Charge: 0
Relative energy (zero: lowest compared OMol25 entry of this formula, charge and spin), kJ/mol: 416.14
HOMO, hartree: -0.291

Question: charge of number 5 (C6H12O)?
Answer: 0

What did the fourth record say?
An isolated molecule of C6H12O, computed with ωB97M-V/def2-TZVPD.

```
19
Properties=species:S:1:pos:R:3:forces:R:3:nbo_charge:R:1
C -1.3384 -0.8250 -1.0288 0.0029 -0.0442 -0.0247 -0.632
C -0.7885 0.1973 -0.0504 -0.1191 0.0871 -0.1490 0.108
C -1.8532 0.8428 0.8136 -0.0022 0.0075 0.0135 -0.635
C 1.0493 0.5357 1.7546 0.1562 -0.2846 0.0609 -0.285
O 0.1106 -0.5056 0.8517 -0.1105 0.0257 0.0598 -0.421
C 1.5842 -0.4028 0.7406 0.1634 0.0172 -0.0726 0.022
C 2.1979 0.0862 -0.5461 -0.0656 0.0272 -0.0231 -0.651
H -2.0324 -0.3403 -1.7236 0.1156 -0.0574 0.0972 0.219
H -0.5391 -1.2957 -1.6101 -0.0962 0.0793 0.0805 0.214
H -1.8833 -1.6067 -0.4890 0.0784 0.1004 -0.0756 0.216
H -0.2201 0.9753 -0.5642 -0.0579 -0.1003 0.0757 0.196
H -2.4002 0.0838 1.3833 0.0693 0.0815 -0.0925 0.209
H -2.5642 1.3876 0.1839 0.1000 -0.0756 0.0824 0.213
H -1.3731 1.5374 1.5077 -0.1076 -0.0871 -0.0945 0.249
H 1.0124 -0.0184 2.7085 0.0360 0.1519 -0.1200 0.131
H 1.9705 -1.3897 1.0179 -0.0642 0.1488 0.0046 0.177
H 1.7789 1.0392 -0.8747 0.0607 -0.1156 0.0806 0.222
H 2.1310 -0.6555 -1.3502 -0.0133 0.1007 0.1017 0.210
H 3.2605 0.2626 -0.3414 -0.1458 -0.0627 -0.0048 0.235
```
Positions in Å, forces in eV/Å.

Results
Orbital gap, eV: 8.93
Charge: 0
Relative energy (zero: lowest compared OMol25 entry of this formula, charge and spin), kJ/mol: 416.14
HOMO, hartree: -0.291